(1)
ORCA calculation (the ωB97M-V functional and the def2-TZVPD basis) on a single C4H6O2 molecule.

```
12
Properties=species:S:1:pos:R:3:forces:R:3:nbo_charge:R:1
C 1.255895 -0.109852 -0.373092 0.4319 -0.6092 0.6534 -0.607
C 0.272001 -0.385673 1.005958 0.7579 0.2575 -0.8679 -0.482
C -0.553981 0.629114 0.386772 -0.7890 0.3447 0.3978 0.449
O -0.456085 1.828893 0.561046 -0.7871 -0.2928 0.1489 -0.556
C -1.526735 0.066521 -0.629924 -0.5938 -0.1254 -0.3390 0.361
O -1.397861 -0.936818 -1.289986 -0.1167 0.6986 0.4276 -0.493
H 0.905618 -0.797923 -1.152800 0.3350 -0.0949 0.5797 0.243
H 2.260634 -0.300647 -0.048289 0.5566 -0.3236 -0.1014 0.235
H 1.256798 0.891591 -0.865059 -0.2208 -0.6028 1.0534 0.242
H -0.057611 -1.430285 0.940698 -0.0857 0.5061 -0.2682 0.235
H 0.465226 -0.147305 2.077268 1.0482 0.1686 -1.1599 0.245
H -2.423896 0.692385 -0.612590 -0.5367 0.0733 -0.5244 0.128
```
Forces are in eV/Å.

Results
**HOMO energy**: -0.34996 Ha
**SMILES**: CCC(=O)C=O
**Net charge**: 0
**Energy above the lowest of the compared OMol25 structures with the same formula, charge and spin**: 237.4 kJ/mol
**Gap between HOMO and LUMO**: 9.393 eV
**Strongest force on any atom**: 1.572 eV/A



(2)
ORCA calculation (the ωB97M-V functional and the def2-TZVPD basis) on a molecular structure, C15H4Cl5I2NO2Sc.

```
30
Properties=species:S:1:pos:R:3:forces:R:3:nbo_charge:R:1
Sc -0.771940 -0.935257 -0.541622 -0.0641 -0.0017 0.0358 1.989
I -0.048087 -1.622956 4.481010 0.0022 0.0003 -0.0034 0.246
C 1.342547 -1.558308 2.950461 -0.0475 -0.0030 -0.0147 -0.213
C 2.722394 -1.680664 3.241967 0.0328 -0.0027 0.0077 -0.231
C 3.671810 -1.633208 2.261715 0.0007 -0.0029 0.0113 -0.144
I 5.677715 -1.811960 2.790311 -0.0104 -0.0003 -0.0018 0.223
C 3.281815 -1.460103 0.903154 -0.0260 0.0049 -0.0062 -0.126
C 4.156681 -1.378018 -0.196994 -0.0054 -0.0018 -0.0080 -0.054
C 3.663907 -1.196501 -1.465102 0.0204 -0.0016 0.0061 -0.266
C 2.286076 -1.099318 -1.651339 -0.0180 0.0078 0.0009 0.106
N 1.422422 -1.178691 -0.649071 0.0513 -0.0319 -0.0168 -0.609
C 1.905174 -1.350905 0.628260 0.0205 -0.0013 -0.0288 0.122
C 0.929418 -1.394657 1.657045 0.0744 0.0028 0.0078 0.311
O -0.351526 -1.257659 1.268497 -0.0575 -0.0587 0.0787 -0.822
H 3.018510 -1.810175 4.273649 0.0009 -0.0010 0.0000 0.252
H 5.223131 -1.454461 -0.030105 0.0014 -0.0012 -0.0041 0.250
H 4.322041 -1.124136 -2.318124 0.0021 -0.0018 0.0024 0.251
H 1.878496 -0.946273 -2.643942 -0.0057 -0.0081 0.0027 0.212
Cl -6.451645 3.434969 -1.542116 -0.0061 -0.0028 0.0013 0.101
C -4.924710 2.681443 -1.377719 0.0196 0.0052 -0.0037 -0.094
C -4.846365 1.295111 -1.263125 0.0029 -0.0051 0.0005 -0.074
Cl -6.250426 0.318478 -1.282216 -0.0059 -0.0131 0.0011 0.098
C -3.593589 0.717042 -1.132968 -0.0310 0.0362 -0.0048 -0.115
Cl -3.433389 -1.028871 -0.977911 0.1085 -0.0209 0.0050 0.060
C -2.416866 1.455059 -1.110938 0.0148 0.0473 -0.0237 0.334
O -1.243520 0.830416 -0.986574 -0.0640 0.0871 -0.0471 -0.826
C -2.507409 2.841132 -1.227256 -0.0176 -0.0259 0.0009 -0.119
Cl -1.057794 3.750851 -1.200951 0.0157 0.0073 0.0011 0.086
C -3.754126 3.448894 -1.359315 -0.0108 -0.0162 0.0015 -0.056
Cl -3.850754 5.148726 -1.498670 0.0019 0.0028 -0.0016 0.108
```
Forces are in eV/Å.

Results
**HOMO energy**: -0.41760 Ha
**Net charge**: +1
**Energy above the lowest of the compared OMol25 structures with the same formula, charge and spin**: 0.0 kJ/mol
**Gap between HOMO and LUMO**: 7.001 eV
**Strongest force on any atom**: 0.118 eV/A



(3)
ORCA calculation (the ωB97M-V functional and the def2-TZVPD basis) on a molecular structure, C28H25N4O5PSTc.

```
65
Properties=species:S:1:pos:R:3:forces:R:3:mulliken_spin:R:1
Tc 0.142977 -0.619211 1.098795 -0.2155 0.0332 -0.6628 0.955
N -1.843903 -0.461785 1.935695 0.0709 -0.1060 0.1172 -0.010
C -2.074636 0.788703 2.687320 0.0503 0.0783 0.0466 -0.010
C -0.747981 1.299766 3.229586 -0.1874 -0.0457 0.1038 0.022
O -0.682036 2.109656 4.138015 -0.0386 -0.0375 -0.0740 0.053
N 0.292514 0.759083 2.563816 0.0478 0.1030 0.1271 0.037
C 1.629322 1.093679 3.002548 0.1251 0.0407 -0.0309 0.002
C 2.565852 0.755367 1.852334 0.1875 0.1172 -0.1217 -0.002
O 3.633990 1.294908 1.661964 -0.1851 -0.0994 0.1523 -0.008
O 2.070734 -0.179516 1.067582 0.0915 -0.0745 0.2145 -0.012
H -2.560203 -0.594848 1.232687 -0.0488 -0.0247 -0.0447 -0.001
H -1.900712 -1.258110 2.583579 -0.0056 -0.0322 -0.0154 -0.003
H -2.772811 0.631472 3.507743 0.0227 0.0248 0.0087 -0.002
H -2.483288 1.543423 2.017635 -0.0237 0.0809 -0.0355 0.000
H 1.919438 0.485603 3.866649 0.0078 0.0183 0.0030 0.007
H 1.713322 2.140275 3.295090 0.0367 -0.0056 0.0004 0.003
O -1.378248 -3.020654 3.286181 0.0856 -0.0673 -0.0917 0.000
C -0.431445 -3.051761 2.509966 -0.1103 0.1323 -0.0013 0.005
O 0.476609 -2.123976 2.424706 0.1635 -0.1069 0.0999 0.060
C -0.255910 -4.156910 1.517415 -0.0231 -0.0170 0.0931 -0.001
C -0.239640 -5.480732 1.935852 -0.0021 -0.0118 -0.0328 0.003
C -0.045653 -6.501716 1.019177 0.0054 0.0310 0.0286 -0.003
C 0.105083 -6.197629 -0.327631 0.0188 -0.0365 0.0080 0.002
C 0.050634 -4.882678 -0.755685 -0.0077 0.0461 0.0093 0.003
C -0.120720 -3.849535 0.164591 -0.0426 -0.0306 -0.0789 0.011
S -0.267728 -2.208876 -0.503230 0.0146 0.0132 0.1277 -0.077
H -0.378295 -5.693301 2.987949 0.0027 -0.0186 -0.0038 0.000
H -0.017471 -7.530842 1.351638 -0.0016 0.0008 0.0007 0.000
H 0.255100 -6.988542 -1.051069 -0.0104 -0.0028 0.0059 0.000
H 0.136480 -4.646807 -1.808953 -0.0062 0.0130 -0.0004 0.001
N 1.464843 1.779973 -1.083673 0.0657 -0.0715 -0.1088 -0.004
P -0.041746 1.178472 -0.600300 -0.0106 -0.2583 0.2602 -0.020
C -1.000576 0.927324 -2.112948 0.1129 0.0819 -0.0981 -0.023
C -2.088587 0.066260 -2.120285 -0.0598 -0.0348 0.0269 0.004
C -2.867454 -0.065978 -3.262183 -0.0325 -0.0247 0.0239 0.000
C -2.553546 0.656367 -4.401460 0.0032 0.0145 -0.0266 -0.001
C -1.459695 1.514073 -4.401073 -0.0099 -0.0056 0.0006 0.000
C -0.687290 1.652213 -3.260923 0.0193 -0.0117 0.0192 0.000
C -0.762983 2.705530 0.078578 -0.0779 0.0112 -0.0778 0.004
C -2.018657 3.144671 -0.335569 -0.0636 0.0432 0.0057 -0.003
C -2.600945 4.257459 0.257250 -0.0121 -0.0167 -0.0032 0.001
C -1.934219 4.941952 1.261364 -0.0255 0.0215 -0.0291 -0.001
C -0.674631 4.522614 1.663837 0.0249 0.0323 0.0205 0.001
C -0.092917 3.412210 1.076416 0.0206 0.0038 0.0414 -0.007
C 2.426625 0.879159 -1.552647 0.0966 -0.0748 0.0186 0.010
C 3.791558 1.173909 -1.522142 -0.1323 -0.0448 0.0060 0.002
C 4.654619 0.211903 -1.994316 0.0116 -0.0424 -0.0334 -0.001
C 4.149182 -0.995478 -2.475453 0.0438 0.0349 0.0068 0.001
C 2.784279 -1.183135 -2.451477 -0.0808 0.0641 0.0126 0.000
N 1.929318 -0.259424 -2.006943 0.0024 0.1148 -0.0219 -0.007
H 1.808180 2.601447 -0.613940 0.0214 0.1042 0.0116 -0.001
H -2.324723 -0.525149 -1.243922 -0.0007 0.0398 -0.0041 0.006
H -3.712174 -0.742582 -3.259273 0.0032 0.0039 -0.0114 0.000
H -3.156753 0.548815 -5.293682 0.0044 -0.0016 0.0006 0.000
H -1.208512 2.074429 -5.292155 -0.0024 -0.0014 0.0000 0.000
H 0.167647 2.316927 -3.256213 -0.0049 -0.0127 0.0022 0.000
H -2.547749 2.627467 -1.126342 0.0213 -0.0020 0.0347 0.000
H -3.578183 4.587949 -0.070719 0.0063 -0.0011 0.0013 0.000
H -2.393357 5.803395 1.727937 0.0012 0.0000 0.0089 0.000
H -0.151544 5.046289 2.452508 0.0038 -0.0107 -0.0006 0.001
H 0.877517 3.085544 1.430212 0.0080 0.0066 -0.0413 -0.001
H 4.148222 2.094161 -1.082910 0.0143 0.0261 -0.0217 0.000
H 5.722356 0.386740 -1.971560 -0.0017 0.0062 0.0013 0.000
H 4.801829 -1.771840 -2.848159 0.0105 0.0038 0.0118 0.000
H 2.338691 -2.108176 -2.799781 -0.0032 -0.0137 0.0105 0.001
```
Forces are in eV/Å.

Results
**⟨S²⟩**: 1.100
**HOMO energy (alpha / beta)**: -0.30867 / -0.30778 Ha
**Spin multiplicity**: 2
**Net charge**: 0
**Gap between HOMO and LUMO (alpha / beta)**: 6.728 / 7.000 eV
**Strongest force on any atom**: 0.698 eV/A